Entry from the OMol25 dataset: a 11-piece molecular cluster, C26H74O19S11 overall at a distorted geometry (the ωB97M-V functional and the def2-TZVPD basis).

Values from the calculation:
Energy relative to the best compared isomer or geometry (same formula, charge and spin): 256.4 kJ/mol
2S+1: 1
Lowest unoccupied orbital energy: -0.07 eV

Last column: Mulliken charge in e.
Cartesian coordinates (Å):
O1 4.4494 -2.0312 0.1849  -0.45
S1 3.9695 -2.9175 1.2561  1.05
O2 2.7839 -3.7562 0.9759  -0.58
O3 5.2462 -3.8947 1.7806  -0.35
C1 6.6052 -3.5986 1.4919  -0.14
C2 6.9625 -2.2383 2.1132  -0.75
C3 3.6389 -1.8794 2.7231  -0.44
H1 6.9261 -3.5141 0.4537  0.21
H2 7.2309 -4.3139 2.0256  0.36
H3 6.4624 -2.0410 3.0613  0.29
H4 6.6737 -1.3778 1.5097  -0.03
H5 8.0330 -2.2053 2.3159  0.44
H6 4.5066 -1.2271 2.8215  0.26
H7 3.4993 -2.4730 3.6266  0.43
H8 2.7207 -1.3235 2.5333  -0.22
O4 -5.8935 1.4321 -1.0480  -0.56
S2 -5.8864 0.2171 -1.8711  1.07
O5 -6.4253 0.3001 -3.2495  -0.63
O6 -4.3655 -0.4460 -1.9248  -0.09
C4 -4.0081 -1.1567 -3.1203  -0.53
C5 -2.6528 -1.8049 -3.1653  -0.54
C6 -6.7670 -1.1774 -0.9657  -0.98
H9 -4.0536 -0.3408 -3.8416  0.35
H10 -4.7816 -1.8837 -3.3679  0.40
H11 -2.3595 -1.9532 -4.2046  0.46
H12 -2.6174 -2.7513 -2.6256  0.44
H13 -1.8969 -1.1685 -2.7053  -0.44
H14 -6.9586 -0.8893 0.0679  0.28
H15 -6.2020 -2.1086 -0.9222  0.31
H16 -7.6646 -1.3805 -1.5497  0.43
O7 -3.1623 1.6402 1.1515  -0.21
S3 -4.0338 0.9077 2.0631  0.76
O8 -4.6954 -0.3321 1.7122  -0.62
O9 -3.3792 0.7158 3.6017  0.04
C7 -3.5128 -0.5547 4.2141  0.30
C8 -2.9313 -0.1981 5.5514  -1.36
C9 -5.2890 2.1321 2.5049  -1.15
H17 -2.9997 -1.3102 3.6191  -0.02
H18 -4.5451 -0.9001 4.2708  0.33
H19 -1.8900 0.1008 5.4312  0.25
H20 -2.7945 -1.0016 6.2750  0.41
H21 -3.4792 0.5914 6.0658  0.32
H22 -6.2557 1.9941 2.0206  0.35
H23 -4.8957 3.1070 2.2168  0.35
H24 -5.5299 2.1350 3.5680  0.36
O10 1.3473 4.5949 -2.5626  -0.53
S4 2.0172 3.3315 -2.8204  0.85
O11 3.1270 3.0480 -1.9151  -0.41
O12 0.9190 2.0349 -2.6953  0.36
C10 -0.3811 2.2547 -3.1953  -0.09
C11 -0.5572 1.1355 -4.1576  -0.73
C12 2.3732 3.2596 -4.6387  -0.88
H25 -0.6372 3.2373 -3.5914  0.57
H26 -1.0936 2.1879 -2.3731  -0.14
H27 -0.5460 0.1697 -3.6523  -0.40
H28 0.1882 1.1415 -4.9529  0.33
H29 -1.5447 1.2699 -4.5990  0.43
H30 1.4055 3.3791 -5.1260  0.31
H31 2.7478 2.2452 -4.7753  0.25
H32 3.0675 4.0758 -4.8383  0.46
C13 -0.5418 -5.0302 -3.7767  -0.75
S5 0.7192 -5.5940 -2.5984  0.52
O13 0.4852 -7.1011 -2.3199  -0.68
C14 -0.0255 -4.7345 -1.1413  -0.47
H33 -0.5233 -3.9450 -3.8769  0.04
H34 -1.5821 -5.3386 -3.6726  0.34
H35 -0.2775 -5.3623 -4.7807  0.43
H36 0.7393 -4.8612 -0.3751  0.11
H37 -0.9373 -5.1326 -0.6960  0.45
H38 -0.1519 -3.6519 -1.1463  0.03
C15 -0.3947 -1.4781 1.3785  -1.27
S6 -0.3487 0.3024 1.8770  0.62
O14 1.0300 0.5798 2.4010  -0.59
C16 -0.2478 1.0999 0.1576  -0.32
H39 -0.2575 -1.9009 2.3738  0.46
H40 0.4690 -1.8195 0.8078  0.17
H41 -1.2680 -1.8259 0.8267  0.58
H42 0.8127 1.0837 -0.0941  0.09
H43 -0.7225 2.0730 0.2836  -0.16
H44 -0.9024 0.6035 -0.5588  0.16
C17 1.0235 4.5716 2.2565  -0.60
S7 0.7662 3.5354 3.7331  0.56
O15 1.2005 4.3403 4.9273  -0.67
C18 -1.1218 3.3664 3.6478  -0.56
H45 0.5598 5.5532 2.3543  0.38
H46 0.6547 3.9873 1.4135  -0.15
H47 2.0510 4.6874 1.9117  0.46
H48 -1.5294 2.6823 4.3921  0.15
H49 -1.4428 3.0795 2.6465  -0.11
H50 -1.4817 4.3575 3.9241  0.54
C19 6.1083 2.3118 -0.7819  -0.83
S8 5.9585 1.0678 0.4866  0.51
O16 6.5936 1.7076 1.7278  -0.70
C20 4.0972 1.3025 0.6366  0.08
H51 7.1513 2.5715 -0.9632  0.48
H52 5.7654 3.2695 -0.3902  0.30
H53 5.6555 1.9612 -1.7094  0.05
H54 3.5906 1.3926 -0.3244  -0.34
H55 3.8583 2.2722 1.0734  0.59
H56 3.6234 0.5937 1.3157  -0.26
C21 3.9095 -0.1419 -3.6254  -0.68
S9 2.1534 -0.7683 -3.9140  0.63
O17 2.4232 -2.1090 -4.5710  -0.70
C22 1.8189 -1.1831 -2.1859  0.22
H57 4.4878 -0.7988 -2.9756  0.38
H58 3.9481 0.8990 -3.3045  -0.25
H59 4.3433 -0.1306 -4.6253  0.48
H60 1.9896 -0.3562 -1.4965  -0.37
H61 2.5477 -1.9445 -1.9082  0.61
H62 0.7965 -1.5183 -2.0114  -0.48
C23 -0.7658 -6.0582 3.0268  -1.09
S10 -1.4949 -4.3661 2.7743  0.65
O18 -1.5995 -4.1373 1.2582  -0.51
C24 -3.2571 -4.7056 3.3610  -1.12
H63 0.2630 -5.9271 2.6914  0.30
H64 -1.3097 -6.8128 2.4587  0.34
H65 -0.8436 -6.3344 4.0784  0.42
H66 -3.9262 -3.9561 2.9382  0.25
H67 -3.3419 -4.6214 4.4444  0.42
H68 -3.5898 -5.6850 3.0173  0.38
C25 -1.0503 7.2668 -1.3213  -0.91
S11 -1.7291 6.3551 0.1195  0.67
O19 -3.0340 6.9879 0.6008  -0.70
C26 -2.2253 4.8460 -0.8608  -0.55
H69 -0.6254 8.2072 -0.9703  0.37
H70 -1.8905 7.6280 -1.9144  0.37
H71 -0.3285 6.6980 -1.9074  0.16
H72 -2.9512 4.1805 -0.3937  0.28
H73 -1.4239 4.1530 -1.1168  -0.20
H74 -2.6661 5.2658 -1.7650  0.48

Entry from the OMol25 dataset: a 11-piece molecular cluster, C26H74O19S11 overall at a distorted geometry (the ωB97M-V functional and the def2-TZVPD basis).

Values from the calculation:
Energy relative to the best compared isomer or geometry (same formula, charge and spin): 0.0 kJ/mol
2S+1: 1
Lowest unoccupied orbital energy: 0.39 eV

Last column: Mulliken charge in e.
Cartesian coordinates (Å):
C1 -0.5776 -1.3557 5.0496  -0.43
S1 -1.1527 -2.8589 4.2032  0.13
O1 -1.7977 -2.4281 2.9264  -0.39
C2 0.4432 -3.5682 3.8366  -0.14
H1 -0.1553 -0.6364 4.3559  -0.39
H2 0.1954 -1.5289 5.7721  0.53
H3 -1.3975 -0.7779 5.4361  0.32
H4 0.8458 -2.8932 3.1534  -0.53
H5 0.1895 -4.5492 3.3847  0.39
H6 1.0554 -3.6642 4.7386  0.44
C3 3.0546 4.5899 -4.8056  -1.06
S2 2.6991 2.8708 -4.1963  0.74
O2 1.5168 2.3990 -4.9892  -0.65
C4 4.1248 2.0105 -5.0459  -1.10
H7 2.3088 5.2836 -4.4767  0.36
H8 3.1272 4.4633 -5.9117  0.32
H9 4.0416 4.8805 -4.4290  0.32
H10 3.9289 2.1914 -6.1395  0.43
H11 4.0010 0.9156 -4.9249  0.25
H12 5.0904 2.3810 -4.8112  0.39
C5 -3.0657 2.4980 -1.1539  -0.60
S3 -4.8459 2.2073 -0.9972  0.94
O3 -5.3133 2.8317 0.2684  -0.66
C6 -5.4534 3.2617 -2.3612  -1.30
H13 -2.6101 2.1083 -2.0906  0.21
H14 -2.3788 2.0769 -0.4029  -0.28
H15 -2.8898 3.5819 -1.2415  0.54
H16 -5.0384 3.1169 -3.3573  0.37
H17 -5.3155 4.3007 -2.1251  0.36
H18 -6.5039 3.0855 -2.4274  0.37
C7 0.4720 0.4950 -1.2839  0.24
S4 0.3189 1.2240 0.3943  -0.31
O4 1.7456 1.2269 0.9009  -0.23
C8 -0.4241 -0.0063 1.3472  1.22
H19 -0.3239 -0.2151 -1.6693  -0.07
H20 1.4104 -0.0570 -1.2508  -0.40
H21 0.6522 1.3460 -1.9521  0.34
H22 -1.3366 -0.3773 0.8367  0.01
H23 -0.6490 0.4050 2.3267  -0.65
H24 0.3329 -0.7977 1.5545  -0.28
C9 -2.9022 3.1456 5.4580  -1.19
S5 -2.6463 1.7240 4.3632  0.63
O5 -1.1312 1.7384 4.2204  -0.72
C10 -3.5133 2.3594 2.9286  0.23
H25 -2.6237 3.0451 6.5146  0.36
H26 -3.9647 3.3291 5.4549  0.41
H27 -2.3724 3.9263 4.9542  0.33
H28 -3.5809 1.6667 2.1564  -1.05
H29 -3.0908 3.3025 2.5699  0.52
H30 -4.5343 2.4415 3.3038  0.48
C11 -0.3363 -3.5974 -0.3247  -0.51
S6 -1.7979 -4.3723 -1.0239  0.34
O6 -2.8067 -3.2845 -1.3290  -0.49
C12 -1.2210 -4.9289 -2.5949  -0.85
H31 -0.6674 -3.2114 0.6536  0.01
H32 0.1128 -2.7930 -0.9614  0.15
H33 0.3879 -4.4327 -0.2347  0.47
H34 -0.3900 -5.6864 -2.4918  0.40
H35 -0.8887 -4.0842 -3.2268  0.12
H36 -2.0830 -5.5392 -2.9980  0.34
C13 4.3115 3.0699 -0.8429  -0.77
S7 4.8251 2.1739 0.6713  0.80
O7 6.3029 2.5201 0.8116  -0.77
C14 3.9785 3.2030 1.8793  -0.94
H37 4.7944 2.5258 -1.6906  0.20
H38 4.5733 4.1678 -0.6818  0.44
H39 3.2175 2.8562 -0.8707  0.13
H40 2.8991 2.9924 1.8703  0.13
H41 4.1820 4.2345 1.7324  0.52
H42 4.2633 2.8090 2.8343  0.22
O8 5.9502 -2.3367 -2.2740  -0.69
S8 5.5053 -1.1031 -1.6535  1.07
O9 4.4943 -0.2965 -2.3391  -0.50
O10 4.9946 -1.4574 -0.1872  -0.22
C15 3.6042 -1.7514 0.0457  0.35
C16 3.5483 -3.1790 0.5258  -1.06
C17 6.9142 -0.1980 -1.2437  -0.68
H43 3.0606 -1.6852 -0.9275  0.34
H44 3.2436 -0.8821 0.6353  -0.03
H45 4.0132 -3.2705 1.4843  0.22
H46 3.9738 -3.8058 -0.2111  0.46
H47 2.4986 -3.3573 0.8049  -0.04
H48 7.4424 0.0524 -2.2042  0.34
H49 7.3597 -1.0264 -0.6620  0.34
H50 6.5339 0.6567 -0.6548  0.13
O11 -1.2353 -1.0417 -3.8550  -0.41
S9 -2.4285 -0.5966 -4.4986  1.06
O12 -2.4484 0.7727 -4.9311  -0.72
O13 -2.8600 -1.5583 -5.7484  -0.35
C18 -2.1870 -1.4116 -7.0347  -0.34
C19 -0.6972 -1.8966 -7.0254  -0.88
C20 -3.8009 -1.0955 -3.4867  -0.39
H51 -2.1117 -0.3108 -7.1773  0.31
H52 -2.8364 -1.9266 -7.7143  0.30
H53 -0.2484 -1.4844 -7.9285  0.35
H54 -0.7100 -2.9635 -6.9205  0.29
H55 -0.1425 -1.5802 -6.1091  0.20
H56 -3.7766 -0.6384 -2.5399  -0.14
H57 -3.5301 -2.1531 -3.4297  0.26
H58 -4.7315 -0.8264 -4.0617  0.41
O14 -3.8513 0.1634 0.5833  -0.23
S10 -4.8555 -0.6787 1.2151  1.33
O15 -5.0835 -0.4448 2.6064  -0.84
O16 -6.1683 -0.4256 0.4301  -0.26
C21 -7.3208 0.1942 1.1199  -0.13
C22 -8.3961 0.4449 0.0624  -1.20
C23 -4.5396 -2.3266 0.8722  -0.65
H59 -6.9546 1.1342 1.6030  0.20
H60 -7.6676 -0.4856 1.8976  0.44
H61 -8.8692 -0.4954 -0.3247  0.31
H62 -8.1158 1.0363 -0.7934  0.20
H63 -9.2849 0.9470 0.4895  0.38
H64 -4.4579 -2.4077 -0.2152  0.24
H65 -5.2390 -3.0562 1.2637  0.45
H66 -3.5686 -2.5926 1.2862  -0.07
O17 2.4971 -1.4057 3.2446  -0.39
S11 2.8278 -0.4823 4.3268  1.00
O18 2.6044 -0.9729 5.6977  -0.77
O19 4.2790 0.0334 4.2412  -0.23
C24 5.3177 -0.9273 4.1316  -0.15
C25 6.1206 -0.8083 5.5226  -1.22
C26 2.1283 1.0398 4.0219  0.73
H67 5.9158 -0.5941 3.2737  0.26
H68 4.9598 -1.9356 3.9019  0.27
H69 7.1374 -1.0160 5.3320  0.44
H70 5.6561 -1.4112 6.3318  0.27
H71 6.0572 0.2481 5.8164  0.29
H72 2.6691 1.8314 4.5984  0.54
H73 1.0378 1.2011 4.2874  -0.06
H74 2.1500 1.2055 2.9506  -0.87

Entry from the OMol25 dataset: C26H76BN2O22 as an isolated structure at a distorted geometry (the ωB97M-V functional and the def2-TZVPD basis).

Values from the calculation:
Net charge: +1
2S+1: 1
Lowest unoccupied orbital energy: -2.37 eV

Last column: Mulliken charge in e.
Cartesian coordinates (Å):
C1 -3.9707 -4.1234 6.6879  -1.36
C2 -3.3287 -2.7914 7.0789  -0.15
C3 -3.7187 -1.6454 6.1149  -0.81
C4 -3.1977 -0.2394 6.6029  -0.80
N1 -3.5567 0.8996 5.7529  0.42
C5 -3.2887 2.2596 6.3559  -0.40
C6 -4.1507 3.2006 5.5679  -0.83
C7 -5.3537 2.4206 5.1329  -0.69
C8 -5.0417 1.0456 5.5659  -0.69
C9 -2.8827 0.8326 4.3609  -1.24
C10 -1.3637 0.9306 4.4689  -0.49
C11 -0.7357 0.6836 3.0629  -1.21
H1 -4.1137 -4.9024 7.4489  0.40
H2 -3.6777 -4.6214 5.7969  0.39
H3 -5.1757 -4.2474 6.4909  0.27
H4 -2.2467 -2.9094 7.1779  0.33
H5 -3.7867 -2.4554 8.1989  0.22
H6 -4.7257 -1.4684 6.0629  0.43
H7 -3.4867 -1.7704 5.0599  0.33
H8 -1.9907 -0.5804 6.7329  0.23
H9 -3.6897 -0.0304 7.4819  0.69
H10 -2.1847 2.5336 6.3879  0.40
H11 -3.5267 2.1476 7.5129  0.45
H12 -3.7717 3.3926 4.5999  0.26
H13 -4.3147 4.0746 6.1289  0.52
H14 -5.8427 2.5396 4.0759  0.30
H15 -6.2867 2.7876 5.7839  0.30
H16 -5.1307 0.1776 4.9829  0.66
H17 -5.6927 1.0226 6.6019  0.25
H18 -3.2107 1.5446 3.7989  0.83
H19 -3.0557 -0.1924 3.8669  0.20
H20 -0.8907 0.1906 5.0459  0.14
H21 -1.0257 1.8296 4.7269  0.62
H22 -1.2247 1.3716 2.4009  0.08
H23 -0.9427 -0.3074 2.9229  0.70
H24 0.3853 1.0176 3.1129  0.26
C12 1.2293 -3.6614 1.0899  -0.87
C13 1.8043 -5.0244 0.5899  -1.22
C14 2.8443 -4.7514 -0.4841  -0.44
C15 2.1913 -4.2164 -1.7771  -0.37
N2 2.9063 -4.4814 -3.0651  0.68
C16 3.3933 -5.7954 -3.4511  -0.91
C17 4.4833 -5.6104 -4.5121  -0.57
C18 5.0683 -4.2024 -4.4221  -0.78
C19 4.3043 -3.7754 -3.0871  -1.53
C20 1.8653 -4.1464 -4.2461  -1.04
C21 1.5963 -2.5454 -4.4001  -0.70
C22 0.3843 -2.1524 -5.3451  -1.28
H25 0.8233 -3.6294 2.0459  0.47
H26 0.7353 -3.3074 0.3089  0.31
H27 2.1903 -2.9204 1.2329  0.02
H28 1.0653 -5.6774 0.3389  0.53
H29 2.4273 -5.3084 1.3569  0.43
H30 3.4833 -5.6364 -0.7231  0.41
H31 3.5793 -4.1254 0.0259  0.26
H32 1.9753 -3.2114 -1.7871  -0.20
H33 1.2683 -4.6774 -1.9091  0.54
H34 2.5363 -6.4994 -3.7081  0.45
H35 3.5733 -6.2324 -2.5761  0.51
H36 4.1883 -5.7684 -5.6261  0.35
H37 5.5513 -6.2774 -4.5371  0.29
H38 4.5803 -3.6164 -5.1861  0.26
H39 6.1153 -3.9994 -4.2011  0.41
H40 3.8603 -2.8684 -3.1381  0.67
H41 4.8163 -3.6374 -2.2951  1.17
H42 1.0373 -4.7644 -4.2741  0.52
H43 2.1413 -4.3974 -5.3141  0.49
H44 2.2913 -2.1424 -4.6461  1.38
H45 1.4853 -2.2734 -3.4391  -0.22
H46 0.6663 -1.2314 -5.7981  0.36
H47 -0.6067 -1.9784 -4.8321  0.24
H48 0.2283 -2.8824 -6.2451  0.31
O1 -0.2657 4.8066 -1.7531  -1.01
C23 -0.1347 3.5846 -1.8871  0.47
O2 0.7723 3.0576 -1.2611  0.21
B1 0.5793 1.6346 -1.4351  1.63
O3 -0.6737 1.5526 -2.1461  -0.87
C24 -1.0977 2.7416 -2.4471  0.35
O4 -2.0507 3.0826 -3.1731  -0.77
O5 0.4343 0.9876 -0.1421  -0.56
C25 1.2763 0.0676 -0.1591  0.26
O6 1.4133 -0.6344 0.8319  -0.07
C26 2.0733 0.0786 -1.4211  0.38
O7 1.6173 0.9086 -2.2171  -0.27
O8 2.9653 -0.6054 -1.7471  -0.42
O9 3.3023 3.0006 0.5159  -0.69
H49 2.4573 2.9436 0.6489  0.16
H50 3.6523 2.8306 1.5069  0.35
O10 -1.3487 0.9736 -5.0221  -0.54
H51 -1.3137 0.3066 -4.2711  0.25
H52 -1.9527 1.6296 -4.8431  0.20
O11 -0.6487 7.4406 -2.3151  -0.65
H53 -0.6297 6.5156 -2.0571  0.63
H54 -1.1857 7.3026 -3.0951  0.29
O12 -4.6347 3.3266 -4.1241  -0.53
H55 -5.1517 4.0186 -3.7341  0.35
H56 -4.3317 2.6876 -3.4521  0.30
O13 -3.2227 5.5696 -2.3541  -0.63
H57 -3.5397 6.2056 -3.1351  0.30
H58 -3.2637 4.6246 -2.6881  0.39
O14 1.4893 1.2956 -5.1751  -0.53
H59 0.6333 1.0776 -4.8941  0.20
H60 1.1243 1.8956 -5.9281  0.34
O15 2.0123 6.6646 -0.5161  -0.63
H61 1.0513 6.1896 -0.6791  0.28
H62 2.5013 6.3406 -1.3191  0.33
O16 1.8463 -1.3094 4.1379  -0.66
H63 1.0963 -1.8604 4.3099  0.30
H64 2.1073 -1.3934 3.2169  0.30
O17 5.1633 0.5206 -3.4101  -0.68
H65 4.4453 0.1886 -2.9891  0.30
H66 5.7313 1.1076 -2.8701  0.31
O18 -4.3417 1.7456 -5.6001  -0.85
H67 -3.5217 1.7146 -6.3271  0.27
H68 -4.4247 2.6106 -4.9451  0.45
O19 0.8303 5.4616 -5.1841  -0.55
H69 0.3523 5.6586 -4.5461  0.23
H70 1.5833 6.0706 -5.1061  0.31
O20 4.1483 3.7156 -2.1481  -0.62
H71 3.7053 3.4986 -1.3061  0.31
H72 3.5233 3.5376 -2.9221  0.32
O21 0.1643 3.7476 2.0049  -0.52
H73 -0.3887 3.1756 1.5849  0.18
H74 -0.0757 4.6206 1.9879  0.26
O22 4.3673 -1.2214 1.4419  -0.63
H75 3.5883 -0.7934 1.3619  0.24
H76 4.3073 -2.0894 2.0799  0.32

| no. | highest occupied orbital energy (eV) | energy (eV) |
| --- | --- | --- |
| 1 | -8.134 | -186240.8584 |
| 2 | -8.634 | -186243.5155 |
| 3 | -10.715 | -76877.8594 |